ORCA calculation (wB97M-V/def2-TZVPD) on C7H9N5O2 in the gas phase.

The value obtained for the HOMO energy (spin up / spin down) is -5.4183 / -8.9938 eV. As for the expectation value of S²: 2.0076. As for the orbital gap (spin up / spin down): 5.93 / 7.00 eV. The value obtained for the LUMO energy (spin up / spin down) is 0.514 / -1.990 eV. Its spin multiplicity is 3.

Each line ends with the Löwdin spin population.
Element x y z (Å)
C: 3.124 -0.596 0.703  0.001
C: 2.420 -1.757 0.658  0.001
C: 1.108 -0.128 0.292  0.010
C: -0.431 0.207 -1.561  0.020
C: -1.232 0.691 0.880  0.089
C: -0.062 0.645 -0.133  0.056
C: -2.402 -0.286 0.753  0.014
N: 2.272 0.418 0.467  0.009
N: -1.663 2.096 0.805  0.679
N: -0.805 2.777 0.279  0.673
N: 0.264 2.027 -0.036  0.409
N: -0.491 -1.132 -1.889  0.005
O: -0.553 1.008 -2.475  0.003
O: 1.120 -1.453 0.396  0.002
H: 4.088 -0.328 0.863  0.000
H: 2.670 -2.774 0.573  0.000
H: -0.830 0.648 1.925  0.022
H: -2.793 -0.288 -0.345  0.001
H: -3.238 0.179 1.286  0.001
H: -2.124 -1.219 1.091  0.002
H: 0.997 2.666 -0.503  0.001
H: -0.719 -1.940 -1.168  0.000
H: -0.719 -1.461 -2.859  0.001

---

ORCA calculation (wB97M-V/def2-TZVPD) on 2 unconnected molecules or ions with the total composition C3H9O2.

The value obtained for the HOMO energy is -2.2848 eV. As for the orbital gap: 6.45 eV. The value obtained for the LUMO energy is 4.163 eV. The total charge is -1.

Each line ends with the natural charge from an NBO analysis.
Element x y z (Å)
C: -0.311 0.411 0.820  -0.007
O: 0.272 -0.749 1.188  -0.970
C: 0.709 1.538 0.590  -0.431
C: 1.808 1.243 -0.390  -0.604
H: -0.813 0.311 -0.201  0.035
H: -1.105 0.729 1.540  0.085
H: 0.178 2.406 0.149  0.153
H: 1.075 2.036 1.502  0.172
H: 2.129 2.066 -1.039  0.170
H: 2.776 1.003 0.082  0.190
H: 1.594 0.388 -1.038  0.209
H: -1.720 -1.877 -2.399  0.457
H: -1.679 -1.948 -0.927  0.497
O: -2.197 -2.282 -1.664  -0.957

---

ORCA calculation (wB97M-V/def2-TZVPD) on a molecular structure, C37H24AsF6FeIO2.

The value obtained for the HOMO energy (spin up / spin down) is -5.6501 / -5.6538 eV. As for the expectation value of S²: 8.7613. As for the orbital gap (spin up / spin down): 7.66 / 7.66 eV. The value obtained for the LUMO energy (spin up / spin down) is 2.008 / 2.008 eV. The total charge is -1. Its spin multiplicity is 6.

Each line ends with the Löwdin spin population.
Element x y z (Å)
Fe: -1.841 0.959 0.542  4.127
I: 3.328 -1.015 6.620  0.000
C: 2.188 -1.252 4.825  0.000
C: 2.095 -0.226 3.926  0.000
C: 1.271 -0.367 2.817  0.000
C: 0.546 -1.526 2.605  0.004
C: 0.644 -2.594 3.543  0.001
C: 1.476 -2.436 4.648  0.000
C: -0.446 -1.603 1.483  0.024
O: -0.806 -2.735 1.176  0.031
O: -0.809 -0.488 0.853  0.201
H: 2.629 0.704 4.135  0.000
H: 1.144 0.440 2.125  0.000
H: 0.040 -3.500 3.452  0.000
H: 1.578 -3.261 5.374  0.000
F: -3.074 2.035 -1.472  0.034
C: -1.780 1.503 -1.611  0.082
F: -1.897 0.785 -2.785  0.017
F: -1.016 2.560 -1.995  0.019
C: 2.688 3.872 -3.504  0.000
C: 2.246 2.759 -4.178  0.000
C: 1.979 1.569 -3.480  0.000
C: 2.076 1.535 -2.076  0.000
C: 2.517 2.644 -1.407  0.000
C: 2.806 3.820 -2.121  0.000
As: 1.811 -0.108 -0.998  0.000
C: 1.480 -1.399 -2.444  0.000
C: 0.308 -1.625 -3.110  0.000
C: 0.300 -2.603 -4.083  0.000
C: 1.428 -3.341 -4.353  0.000
C: 2.634 -3.105 -3.694  0.000
C: 2.666 -2.111 -2.729  0.000
C: 3.869 -1.701 -1.941  0.000
C: 5.163 -2.237 -2.067  0.000
C: 6.143 -1.887 -1.156  0.000
C: 5.896 -0.947 -0.172  0.000
C: 4.635 -0.348 -0.120  0.000
C: 3.639 -0.714 -0.990  0.000
H: 2.841 4.806 -4.048  0.000
H: 2.124 2.749 -5.252  0.000
H: 1.641 0.662 -4.020  0.000
H: 2.559 2.585 -0.318  0.000
H: 3.182 4.641 -1.561  0.000
H: -0.604 -1.052 -2.857  0.000
H: -0.628 -2.824 -4.586  0.000
H: 1.459 -4.084 -5.114  0.000
H: 3.512 -3.697 -3.899  0.000
H: 5.415 -3.019 -2.766  0.000
H: 7.063 -2.415 -1.159  0.000
H: 6.616 -0.767 0.607  0.000
H: 4.463 0.399 0.673  0.000
F: -1.579 3.371 1.745  0.031
C: -0.979 2.169 2.101  0.108
F: -1.089 2.215 3.454  0.021
F: 0.348 2.337 1.854  0.024
C: -6.855 2.083 3.219  -0.001
C: -5.516 2.447 3.346  0.001
C: -4.554 1.942 2.552  0.006
C: -4.837 0.912 1.616  0.032
C: -3.841 0.308 0.773  0.168
C: -4.151 -0.823 0.071  0.038
C: -5.440 -1.382 0.145  0.007
C: -6.426 -0.796 0.881  0.007
C: -6.164 0.395 1.598  0.006
C: -7.165 1.093 2.353  0.002
H: -7.607 2.484 3.829  0.000
H: -5.183 3.117 4.100  0.000
H: -3.525 2.239 2.642  0.003
H: -3.400 -1.332 -0.500  0.004
H: -5.662 -2.334 -0.353  0.001
H: -7.410 -1.226 0.950  0.001
H: -8.162 0.738 2.288  0.000

---

ORCA calculation (wB97M-V/def2-TZVPD) on a molecular structure, C5H4S.

The value obtained for the HOMO energy (spin up / spin down) is -7.7243 / -9.2979 eV. As for the expectation value of S²: 2.0088. As for the orbital gap (spin up / spin down): 8.35 / 8.27 eV. The value obtained for the LUMO energy (spin up / spin down) is 0.627 / -1.024 eV. Its spin multiplicity is 3.

Each line ends with the Löwdin spin population.
Element x y z (Å)
C: -0.396 -1.466 0.412  0.201
C: -1.343 -2.033 -0.259  0.129
C: 0.230 -0.435 1.187  0.031
C: -1.349 -0.612 -0.573  0.567
C: -0.511 0.517 0.256  0.034
S: -2.373 0.625 0.104  0.168
H: 0.078 -0.405 2.324  0.015
H: 1.256 -0.326 0.970  0.004
H: 0.207 -0.462 -2.517  0.834
H: 0.049 1.206 -0.375  0.016

---

ORCA calculation (wB97M-V/def2-TZVPD) on 16 unconnected molecules or ions with the total composition H33O16.

The value obtained for the HOMO energy is -13.0692 eV. As for the orbital gap: 10.52 eV. The value obtained for the LUMO energy is -2.546 eV. The total charge is +1.

Each line ends with the natural charge from an NBO analysis.
Element x y z (Å)
O: 2.902 1.378 -0.374  -1.039
H: 2.289 1.135 -1.310  0.526
H: 3.499 0.538 -0.427  0.539
O: -5.214 -1.392 0.919  -0.965
H: -3.320 -2.766 0.680  0.491
H: 1.055 2.948 1.409  0.551
O: -2.371 -2.858 0.510  -0.965
H: -1.836 -2.312 1.128  0.471
H: 2.876 -1.923 4.639  0.483
O: -3.015 2.567 -1.242  -0.934
H: -3.622 1.955 -1.031  0.458
H: 2.192 0.454 3.410  0.497
O: -0.751 -0.905 -2.462  -0.990
H: -5.231 -1.868 -0.051  0.483
H: -1.445 -0.954 -3.215  0.508
O: 1.180 -0.931 0.917  -0.941
H: 0.468 -1.547 0.846  0.479
H: 2.277 2.014 0.753  0.567
O: 2.314 1.695 -4.697  -0.945
H: 3.140 2.162 -4.980  0.498
H: 2.249 1.101 -5.419  0.481
O: 0.322 -4.083 0.393  -0.986
H: -3.583 3.287 -1.655  0.476
H: -0.406 -4.627 0.921  0.496
O: 2.318 -1.157 4.667  -0.932
H: -1.123 -1.249 -1.642  0.493
O: 2.108 3.068 1.260  -0.808
H: -0.907 1.735 1.042  0.478
H: 1.810 3.501 0.374  0.504
O: -0.751 2.589 1.374  -0.962
H: -1.692 2.824 1.657  0.513
H: 5.645 -1.142 -1.045  0.480
O: -3.545 -0.150 -4.072  -0.920
H: 1.217 -0.751 -0.009  0.480
H: 4.740 -1.770 0.028  0.490
O: 2.102 0.908 2.561  -0.999
H: 1.601 0.332 2.040  0.481
H: -4.054 0.465 -3.715  0.457
O: 4.822 -0.983 -0.662  -0.958
H: -2.999 0.441 -4.637  0.466
H: 2.472 -0.717 5.375  0.459
O: -2.901 0.836 4.456  -0.919
H: -2.078 0.493 4.163  0.457
H: -3.431 0.025 4.224  0.463
O: 1.474 0.617 -2.400  -0.989
H: 1.819 0.901 -3.280  0.514
H: -5.841 -1.855 1.491  0.486
H: 0.813 -4.723 -0.243  0.491
H: 0.412 0.696 -2.673  0.534

---

ORCA calculation (wB97M-V/def2-TZVPD) on C3H2BrCl in the gas phase.

The value obtained for the HOMO energy (spin up / spin down) is -8.1226 / -9.0632 eV. As for the expectation value of S²: 2.0226. As for the orbital gap (spin up / spin down): 7.51 / 7.62 eV. The value obtained for the LUMO energy (spin up / spin down) is -0.616 / -1.441 eV. Its spin multiplicity is 3.

Each line ends with the Löwdin spin population.
Element x y z (Å)
C: -0.088 1.160 -0.292  0.048
C: 0.947 -0.969 0.693  1.351
C: -0.281 -0.338 0.114  0.191
Cl: -1.486 2.059 -0.081  0.015
Br: 2.471 -0.797 -0.231  0.355
H: -1.021 -0.442 0.766  0.007
H: -0.543 -0.672 -0.970  0.033

---

Max |F| (computed, eV Å⁻¹): 9.1, 2.4, 2.5, 2.6, 8.8, 4.5